Entry 1:
76
Properties=species:S:1:pos:R:3 method="wB97M-V/def2-TZVPD" charge=+1 multiplicity=1 homo_lumo_gap_ev=7.29 lumo_ev=-3.4 relative_energy_ev=1.6884 total_energy_ev=-62976.5189 max_force_ev_per_a=2.8
Pd -1.058 -0.267 0.825
C 4.387 0.760 -3.464
C 4.076 2.107 -2.874
C 4.771 3.244 -3.268
C 4.488 4.490 -2.730
C 3.519 4.609 -1.746
C 2.830 3.486 -1.320
C 3.083 2.243 -1.900
N 2.397 1.071 -1.479
C 1.094 0.943 -1.095
N 0.251 1.918 -1.494
C -1.094 2.136 -1.166
C -1.794 1.390 -0.233
C -3.126 1.655 0.041
C -3.771 2.696 -0.610
C -3.071 3.454 -1.535
C -1.741 3.197 -1.827
C -1.002 4.041 -2.832
N 0.693 -0.096 -0.427
C 1.575 -1.176 -0.167
C 1.863 -2.060 -1.208
C 2.716 -3.134 -1.011
C 3.294 -3.335 0.231
C 3.020 -2.455 1.268
C 2.168 -1.370 1.098
C 1.933 -0.414 2.241
H 5.099 0.855 -4.281
H 3.485 0.282 -3.849
H 4.827 0.096 -2.714
H 5.552 3.149 -4.011
H 5.034 5.362 -3.063
H 3.312 5.569 -1.292
H 2.119 3.570 -0.508
H 2.965 0.251 -1.337
H 0.673 2.618 -2.082
H -3.662 1.063 0.774
H -4.808 2.915 -0.392
H -3.569 4.270 -2.044
H -1.658 4.812 -3.229
H -0.643 3.446 -3.675
H -0.145 4.545 -2.376
H 1.386 -1.905 -2.168
H 2.931 -3.808 -1.829
H 3.962 -4.169 0.394
H 3.489 -2.601 2.233
H 2.510 -0.719 3.113
H 0.879 -0.400 2.535
H 2.220 0.604 1.977
F -0.935 0.922 7.320
C -1.312 -0.274 6.856
F -0.304 -1.138 7.070
F -2.360 -0.691 7.580
C -1.655 -0.227 5.391
C -1.919 -1.417 4.725
C -2.196 -1.366 3.374
N -2.230 -0.219 2.684
C -1.990 0.925 3.340
C -1.700 0.969 4.692
H -1.911 -2.360 5.253
H -2.429 -2.268 2.821
H -2.045 1.831 2.752
H -1.515 1.910 5.189
F -5.218 -5.643 -1.367
C -3.964 -5.537 -1.833
F -3.327 -6.684 -1.569
F -4.039 -5.403 -3.167
C -3.266 -4.350 -1.217
C -3.819 -3.088 -1.379
C -3.169 -2.009 -0.807
N -2.041 -2.136 -0.108
C -1.510 -3.353 0.031
C -2.090 -4.493 -0.503
H -4.737 -2.951 -1.933
H -3.559 -1.004 -0.915
H -0.582 -3.419 0.587
H -1.638 -5.464 -0.359



Entry 2:
98
Properties=species:S:1:pos:R:3 method="wB97M-V/def2-TZVPD" charge=+1 multiplicity=1 homo_lumo_gap_ev=6.60 lumo_ev=-4.4 total_energy_ev=-48360.4289 max_force_ev_per_a=0.6
C 0.502 1.706 2.294
C -0.715 1.401 1.426
O -1.890 1.340 2.226
C -2.554 0.097 2.213
C -1.792 -1.031 2.893
C -1.631 -0.859 4.402
C -1.083 -2.095 5.119
C 0.229 -2.645 4.541
C 0.077 -3.446 3.283
C -0.843 -4.519 3.190
C -0.971 -5.202 2.018
C -0.168 -4.795 0.955
N 0.683 -3.805 1.147
N 0.844 -3.118 2.260
H 0.565 2.773 2.510
H 0.388 1.183 3.247
H 1.425 1.368 1.821
H -0.560 0.455 0.891
H -0.835 2.164 0.651
H -2.748 -0.196 1.171
H -3.529 0.249 2.682
H -0.811 -1.150 2.422
H -2.363 -1.953 2.707
H -2.618 -0.643 4.825
H -1.019 0.020 4.618
H -1.858 -2.868 5.153
H -0.886 -1.828 6.159
H 0.944 -1.840 4.366
H 0.678 -3.322 5.276
H -1.432 -4.782 4.059
H -1.660 -6.025 1.895
H -0.195 -5.242 -0.030
H 1.291 -3.520 0.368
C -2.789 4.680 3.274
C -2.342 4.948 4.710
C -0.827 4.826 4.585
O -0.493 5.249 3.260
C -1.684 5.358 2.481
H -3.776 5.074 3.036
H -2.787 3.606 3.073
H -2.619 5.961 5.009
H -2.759 4.253 5.438
H -0.507 3.785 4.713
H -0.284 5.445 5.299
H -1.903 6.419 2.316
H -1.514 4.885 1.510
C 3.849 -2.783 -3.077
C 4.676 -2.526 -1.820
C 3.605 -2.495 -0.742
O 2.570 -3.396 -1.186
C 2.792 -3.749 -2.567
H 4.428 -3.195 -3.900
H 3.394 -1.855 -3.420
H 5.368 -3.352 -1.643
H 5.249 -1.603 -1.863
H 3.177 -1.494 -0.636
H 3.966 -2.827 0.233
H 3.138 -4.786 -2.608
H 1.846 -3.675 -3.104
C 6.304 0.115 -6.775
C 7.128 0.351 -5.511
C 6.046 0.370 -4.441
O 5.014 -0.511 -4.896
C 5.236 -0.845 -6.270
H 6.879 -0.296 -7.603
H 5.847 1.049 -7.107
H 7.812 -0.484 -5.346
H 7.711 1.269 -5.534
H 5.626 1.374 -4.318
H 6.402 0.024 -3.469
H 5.577 -1.884 -6.332
H 4.292 -0.759 -6.810
C -3.218 -1.276 -1.666
C -1.972 -2.143 -1.492
C -2.591 -3.483 -1.111
O -3.847 -3.550 -1.762
C -4.194 -2.263 -2.292
H -3.042 -0.394 -2.280
H -3.584 -0.947 -0.692
H -1.434 -2.224 -2.438
H -1.279 -1.765 -0.737
H -2.750 -3.547 -0.023
H -1.988 -4.341 -1.426
H -4.089 -2.290 -3.380
H -5.234 -2.052 -2.050
C -3.553 5.257 -1.526
C -3.787 3.947 -0.774
C -2.982 2.964 -1.611
O -1.892 3.700 -2.163
C -2.104 5.102 -1.969
H -3.709 6.146 -0.918
H -4.215 5.315 -2.392
H -3.353 4.005 0.227
H -4.837 3.677 -0.681
H -3.578 2.556 -2.436
H -2.585 2.129 -1.028
H -1.415 5.459 -1.196
H -1.879 5.624 -2.899



> Which value of charge does entry 1 give?

+1